Computed, not measured: C21H21F4N4O3PdS as an isolated structure, with wB97M-V/def2-TZVPD.

Its LUMO energy is 2.939 eV. The frontier orbital gap is 0.297 Eh. As for the multiplicity: 1. For the maximum force, the calculation gives 0.0110 hartree/bohr. For the total energy, the calculation gives -59407.066 eV. Its charge is -1.

XYZ file:
```
55
Properties=species:S:1:pos:R:3:forces:R:3
Pd -0.821 -0.722 -0.336 0.07 0.18 -0.07
N 2.932 -0.413 4.693 -0.01 0.04 -0.10
C 2.849 -0.401 3.288 -0.03 0.01 0.18
C 2.103 0.583 2.641 -0.02 0.00 -0.04
C 2.026 0.606 1.262 0.15 -0.11 0.06
C 2.710 -0.356 0.522 -0.05 0.14 0.09
C 3.465 -1.332 1.151 -0.05 0.04 -0.02
C 3.538 -1.346 2.535 0.05 -0.08 -0.04
S 2.496 -0.336 -1.227 0.03 0.10 -0.14
O 3.611 -0.997 -1.854 0.02 -0.01 0.05
O 2.262 1.045 -1.572 -0.09 0.03 -0.06
N 1.095 -1.113 -1.470 0.03 -0.53 0.13
C 1.064 -2.489 -1.551 -0.39 0.15 -0.13
N -0.121 -2.963 -2.027 0.05 0.08 0.19
C -0.327 -4.260 -1.931 -0.04 -0.02 -0.16
C 0.629 -5.148 -1.457 -0.04 -0.09 0.01
C 1.833 -4.579 -1.102 0.11 0.07 -0.01
N 2.067 -3.274 -1.140 0.08 0.06 0.15
H 2.123 -0.001 5.133 0.00 -0.02 0.02
H 3.111 -1.331 5.072 -0.01 -0.01 0.00
H 1.553 1.308 3.232 0.01 0.01 -0.02
H 1.433 1.348 0.740 -0.01 -0.02 0.02
H 3.968 -2.075 0.548 0.01 0.00 0.01
H 4.119 -2.109 3.043 0.00 0.01 -0.02
H -1.300 -4.612 -2.264 0.02 -0.02 -0.02
H 0.448 -6.211 -1.381 -0.01 0.01 -0.01
H 2.657 -5.199 -0.758 0.01 0.03 0.01
C 0.348 4.712 -0.443 -0.02 0.00 -0.01
C 0.633 4.050 -1.809 0.00 -0.05 0.05
C -0.272 2.820 -1.784 0.03 0.07 0.00
O -0.297 2.442 -0.418 -0.13 0.00 0.10
C -0.474 3.643 0.305 0.04 0.04 -0.01
H -0.221 5.638 -0.545 0.02 0.00 0.00
H 1.272 4.945 0.086 0.00 0.00 -0.01
H 1.667 3.713 -1.867 0.01 0.02 -0.01
H 0.427 4.709 -2.652 0.00 -0.01 0.00
H 0.116 1.983 -2.356 0.01 -0.06 -0.01
H -1.290 3.072 -2.117 -0.01 -0.04 0.00
H -0.145 3.472 1.330 0.00 -0.01 0.00
H -1.538 3.916 0.323 -0.01 -0.01 0.00
F -0.083 -1.822 2.025 -0.16 0.10 0.05
C -1.201 -1.167 1.554 0.31 -0.20 -0.43
F -1.392 -0.136 2.421 0.00 0.03 0.08
F -2.225 -2.029 1.795 -0.02 0.04 0.10
F -6.572 0.880 -1.467 -0.03 0.01 -0.01
C -5.300 0.516 -1.142 0.10 -0.07 -0.04
C -4.691 1.114 -0.059 0.08 -0.04 0.00
C -3.390 0.734 0.270 -0.23 0.20 0.00
C -2.711 -0.216 -0.480 0.26 -0.16 0.07
C -3.363 -0.801 -1.565 -0.15 0.00 -0.09
C -4.662 -0.439 -1.910 -0.04 0.10 0.10
H -5.225 1.859 0.516 -0.01 0.00 -0.01
H -2.910 1.201 1.118 0.02 -0.01 0.00
H -2.853 -1.547 -2.165 0.03 -0.01 0.02
H -5.174 -0.886 -2.753 -0.01 0.01 0.00
```
Positions in Å, forces in eV/Å.